8 unconnected molecules or ions with the total composition C50H113BBrClO7S, computed with ωB97M-V/def2-TZVPD.

Calculated total energy, eV: -162093.3494
Orbital gap, eV: 9.7
E_HOMO, eV: -9.9136
Energy above the lowest of the compared OMol25 structures with the same formula, charge and spin, kJ/mol: 0.0

Geometry as XYZ:
```
174
Properties=species:S:1:pos:R:3:forces:R:3:lowdin_charge:R:1
C -1.538 5.019 3.316 0.00 0.03 -0.01 -0.141
C -1.866 3.897 2.347 -0.07 -0.14 0.27 -0.699
Br -1.154 4.308 0.571 0.04 0.05 0.00 0.753
C -3.348 3.448 2.243 0.08 0.24 -0.32 -0.228
C -4.403 4.276 2.988 -0.28 -0.21 -0.14 -0.274
C -5.736 3.527 3.314 0.27 0.14 0.08 -0.276
C -5.466 2.183 3.996 0.09 0.04 -0.31 -0.173
O -6.303 1.920 5.110 0.04 0.08 0.23 -0.140
O -7.670 2.146 4.769 0.10 -0.05 -0.34 -0.015
C -6.724 3.458 2.150 -0.22 0.18 0.31 -0.548
Cl -6.125 2.460 0.782 -0.06 -0.11 -0.08 0.759
C -7.083 4.871 1.699 -0.11 -0.01 -0.01 -0.238
B -8.348 4.901 0.717 0.17 0.11 -0.42 -0.624
O -9.557 5.266 1.259 0.30 -0.32 0.55 0.183
O -8.213 4.591 -0.613 -0.67 -0.39 0.23 0.166
O -5.910 5.465 1.100 0.08 -0.28 0.14 -0.208
S -4.771 5.834 2.140 0.21 0.23 0.13 0.635
O -5.307 6.711 3.138 -0.11 -0.08 -0.03 -0.246
O -3.673 6.243 1.331 -0.01 0.01 0.03 -0.265
H -1.900 4.762 4.316 0.05 -0.01 0.00 0.084
H -0.459 5.150 3.375 -0.01 -0.02 0.01 0.077
H -1.976 5.968 3.016 -0.03 -0.03 -0.02 0.067
H -1.276 3.030 2.639 -0.03 -0.03 -0.06 0.067
H -3.621 3.418 1.191 0.00 -0.04 0.01 0.060
H -3.400 2.413 2.584 -0.05 0.04 0.06 0.105
H -4.055 4.630 3.960 0.23 0.00 -0.10 0.130
H -6.236 4.147 4.065 -0.07 -0.06 -0.02 0.158
H -4.464 2.171 4.430 -0.07 -0.03 0.13 0.134
H -5.513 1.358 3.273 -0.09 0.02 0.01 0.120
H -7.886 1.367 4.232 -0.05 -0.11 0.22 0.109
H -7.635 2.965 2.484 0.05 0.02 0.11 0.108
H -7.327 5.425 2.611 -0.08 0.08 -0.08 0.152
H -10.215 4.571 1.365 -0.15 0.30 -0.45 0.118
H -7.993 3.672 -0.807 0.50 0.24 -0.11 0.087
C 1.984 2.178 0.806 0.03 0.01 -0.01 -0.120
C 1.418 1.531 -0.453 -0.01 -0.03 0.05 -0.269
C 1.155 0.035 -0.284 -0.02 -0.01 -0.02 -0.220
C 2.389 -0.809 0.040 0.00 0.01 0.04 -0.234
C 3.518 -0.713 -0.984 0.00 -0.06 -0.01 -0.264
C 3.119 -1.198 -2.374 0.07 0.01 0.02 -0.106
H 2.956 1.757 1.070 -0.01 0.00 0.02 0.067
H 2.113 3.254 0.681 -0.03 0.00 -0.01 0.062
H 1.308 2.021 1.651 0.03 0.00 0.02 0.054
H 2.095 1.709 -1.293 0.00 -0.04 -0.01 0.101
H 0.476 2.019 -0.713 0.01 0.03 0.00 0.067
H 0.675 -0.347 -1.190 0.01 -0.02 0.00 0.103
H 0.425 -0.104 0.521 -0.01 0.02 -0.01 0.097
H 2.080 -1.857 0.128 0.01 -0.01 -0.01 0.104
H 2.776 -0.528 1.024 -0.01 0.00 0.00 0.095
H 4.360 -1.313 -0.627 0.02 0.02 -0.01 0.098
H 3.885 0.315 -1.045 -0.01 0.01 0.02 0.100
H 2.778 -2.235 -2.334 -0.03 0.00 -0.04 0.060
H 3.965 -1.149 -3.061 -0.01 -0.03 -0.02 0.069
H 2.315 -0.596 -2.801 -0.01 0.00 0.01 0.067
C -1.382 -0.073 5.526 0.02 0.01 0.05 -0.110
C 0.082 0.208 5.208 -0.05 0.03 -0.04 -0.262
C 0.508 -0.270 3.821 0.03 0.09 -0.04 -0.237
C 0.396 -1.775 3.579 -0.04 0.00 0.01 -0.223
C 1.194 -2.639 4.554 0.04 -0.01 -0.04 -0.265
C 2.697 -2.383 4.498 -0.02 -0.02 0.04 -0.107
H -1.594 -1.143 5.544 -0.02 0.00 -0.02 0.069
H -1.656 0.331 6.502 -0.01 0.01 0.00 0.062
H -2.036 0.386 4.780 -0.01 -0.03 -0.02 0.064
H 0.716 -0.243 5.977 0.02 -0.01 -0.02 0.101
H 0.260 1.286 5.265 0.01 0.00 0.03 0.103
H 1.536 0.056 3.639 0.00 -0.02 -0.03 0.099
H -0.102 0.247 3.071 0.00 0.00 0.00 0.094
H 0.735 -1.985 2.559 0.01 -0.01 0.00 0.098
H -0.656 -2.075 3.614 0.00 0.01 0.00 0.104
H 1.003 -3.690 4.320 -0.01 0.00 0.02 0.105
H 0.833 -2.487 5.575 -0.01 0.01 0.00 0.098
H 3.083 -2.558 3.492 0.00 0.02 -0.01 0.072
H 3.232 -3.043 5.181 0.01 0.00 -0.01 0.069
H 2.943 -1.357 4.776 0.00 0.00 -0.01 0.066
C -5.321 10.596 -3.862 -0.05 -0.01 0.00 -0.114
C -6.267 10.732 -2.674 0.03 0.04 -0.01 -0.273
C -5.584 10.523 -1.323 0.00 -0.01 0.02 -0.228
C -4.966 9.137 -1.124 0.01 0.01 -0.01 -0.220
C -5.941 7.971 -1.275 0.02 -0.03 0.05 -0.249
C -7.076 7.998 -0.257 -0.03 0.05 -0.03 -0.087
H -4.894 9.594 -3.925 0.01 0.00 0.00 0.064
H -5.840 10.791 -4.802 0.01 0.01 0.00 0.067
H -4.495 11.307 -3.784 0.02 -0.02 0.01 0.074
H -7.097 10.029 -2.786 0.00 0.00 0.02 0.097
H -6.714 11.730 -2.686 -0.02 -0.01 -0.01 0.102
H -6.306 10.719 -0.526 0.00 -0.01 0.01 0.101
H -4.796 11.274 -1.205 0.00 0.01 -0.01 0.109
H -4.519 9.094 -0.126 0.00 -0.02 0.00 0.110
H -4.140 8.999 -1.826 0.00 0.01 0.00 0.104
H -5.383 7.039 -1.156 -0.02 -0.01 0.00 0.100
H -6.358 7.950 -2.286 0.01 0.02 -0.01 0.103
H -6.680 7.993 0.761 -0.04 0.03 0.01 0.076
H -7.721 7.127 -0.386 -0.01 0.03 0.00 0.054
H -7.707 8.882 -0.366 0.01 0.01 -0.02 0.077
C 7.681 -6.588 -3.488 -0.04 -0.03 -0.01 -0.096
C 6.369 -5.931 -3.902 0.05 0.02 -0.01 -0.268
C 6.047 -4.658 -3.120 -0.02 0.04 -0.01 -0.221
C 5.871 -4.853 -1.612 0.04 -0.03 -0.01 -0.219
C 4.790 -5.863 -1.224 -0.01 0.08 0.00 -0.259
C 3.407 -5.465 -1.726 -0.01 -0.08 0.06 -0.105
H 7.660 -6.910 -2.446 0.01 0.01 0.00 0.068
H 7.888 -7.468 -4.098 0.01 0.00 0.00 0.072
H 8.517 -5.895 -3.609 0.00 0.00 0.02 0.058
H 5.551 -6.650 -3.799 -0.01 0.01 -0.01 0.086
H 6.416 -5.679 -4.966 -0.02 -0.02 -0.01 0.091
H 5.141 -4.209 -3.538 0.00 0.02 0.01 0.098
H 6.845 -3.927 -3.285 0.01 -0.02 -0.01 0.100
H 5.626 -3.883 -1.167 -0.02 -0.01 0.01 0.102
H 6.821 -5.157 -1.165 0.01 0.00 -0.02 0.103
H 4.771 -5.954 -0.135 -0.01 -0.01 0.00 0.105
H 5.046 -6.855 -1.606 0.03 0.01 0.00 0.099
H 3.120 -4.487 -1.333 0.00 0.01 -0.03 0.061
H 2.651 -6.187 -1.412 -0.02 0.01 -0.01 0.074
H 3.381 -5.416 -2.815 -0.05 0.04 0.00 0.045
C 0.849 -4.642 -8.468 -0.04 -0.02 0.03 -0.112
C 0.894 -4.644 -6.943 0.01 0.04 -0.03 -0.270
C 2.311 -4.709 -6.376 0.01 -0.01 0.03 -0.228
C 3.098 -5.966 -6.752 0.01 0.00 -0.03 -0.222
C 2.437 -7.284 -6.347 0.04 0.02 0.04 -0.262
C 2.243 -7.410 -4.840 0.00 -0.03 -0.04 -0.109
H 1.267 -5.559 -8.886 0.01 0.00 0.00 0.065
H -0.176 -4.556 -8.829 0.00 0.01 -0.01 0.068
H 1.417 -3.801 -8.871 0.02 -0.01 -0.01 0.075
H 0.300 -5.479 -6.561 0.01 0.00 0.02 0.098
H 0.414 -3.736 -6.570 -0.01 -0.01 0.01 0.104
H 2.262 -4.620 -5.286 0.01 0.00 0.00 0.093
H 2.872 -3.834 -6.721 -0.01 0.01 0.00 0.110
H 4.085 -5.908 -6.279 0.00 -0.02 0.00 0.097
H 3.282 -5.976 -7.829 -0.01 0.02 0.00 0.102
H 3.065 -8.107 -6.699 -0.02 -0.01 0.00 0.105
H 1.475 -7.400 -6.854 0.01 0.03 -0.02 0.098
H 3.203 -7.314 -4.327 -0.02 0.00 0.05 0.055
H 1.811 -8.375 -4.571 0.01 0.00 0.00 0.072
H 1.580 -6.634 -4.454 0.00 0.00 0.02 0.066
C -4.657 -0.044 8.236 0.01 -0.10 -0.08 -0.101
C -5.865 -0.617 7.503 -0.01 0.03 -0.03 -0.268
C -7.206 -0.144 8.061 -0.01 0.01 0.00 -0.228
C -7.471 -0.538 9.515 0.01 0.01 0.00 -0.228
C -7.418 -2.039 9.794 -0.05 0.00 0.01 -0.271
C -8.460 -2.840 9.020 0.05 -0.02 0.01 -0.113
H -4.625 -0.360 9.280 0.00 0.01 0.01 0.067
H -3.738 -0.387 7.758 0.05 0.05 0.06 0.053
H -4.667 1.048 8.212 -0.01 0.00 0.02 0.078
H -5.813 -1.710 7.517 -0.03 0.00 0.01 0.100
H -5.809 -0.320 6.453 -0.01 -0.02 -0.01 0.087
H -8.010 -0.527 7.425 -0.01 -0.01 0.01 0.101
H -7.256 0.946 7.979 0.01 0.00 -0.02 0.109
H -8.458 -0.159 9.802 0.00 -0.01 0.01 0.109
H -6.755 -0.030 10.167 0.00 0.01 -0.01 0.101
H -7.571 -2.198 10.865 0.02 -0.01 0.00 0.104
H -6.420 -2.427 9.572 0.01 0.01 0.01 0.097
H -9.469 -2.490 9.250 0.00 0.01 -0.02 0.074
H -8.409 -3.899 9.274 -0.01 0.00 0.00 0.068
H -8.314 -2.756 7.942 -0.01 0.00 0.00 0.063
C 13.309 -3.395 -6.785 -0.03 -0.02 -0.03 -0.113
C 12.054 -2.671 -7.261 0.05 0.02 0.01 -0.272
C 11.467 -1.718 -6.221 -0.02 0.01 0.00 -0.230
C 11.016 -2.386 -4.921 0.02 0.00 0.00 -0.228
C 9.977 -3.493 -5.096 -0.04 0.04 0.03 -0.270
C 8.669 -3.008 -5.712 0.02 -0.07 0.02 -0.105
H 13.106 -4.029 -5.920 0.00 0.00 0.01 0.064
H 13.715 -4.033 -7.570 0.01 0.00 0.00 0.068
H 14.085 -2.680 -6.501 0.00 0.00 0.02 0.075
H 11.301 -3.405 -7.563 -0.01 0.01 0.00 0.097
H 12.292 -2.097 -8.160 -0.01 -0.01 -0.01 0.104
H 10.627 -1.179 -6.667 -0.01 0.00 0.01 0.100
H 12.215 -0.956 -5.977 0.01 0.00 -0.01 0.109
H 10.604 -1.616 -4.260 -0.01 -0.01 0.00 0.110
H 11.885 -2.795 -4.399 0.01 0.01 -0.01 0.101
H 9.769 -3.928 -4.115 0.00 -0.01 0.00 0.090
H 10.390 -4.303 -5.704 0.01 0.00 0.01 0.101
H 8.221 -2.221 -5.101 0.00 0.02 -0.02 0.077
H 7.948 -3.824 -5.786 -0.02 0.02 0.00 0.056
H 8.818 -2.610 -6.717 0.00 0.01 0.00 0.067
```
Positions in Å, forces in eV/Å.